# 1
{
  "formula": "C25H67BeF6N6O9P",
  "method": "the ωB97M-V functional and the def2-TZVPD basis",
  "e_tot_ev": -80374.5046,
  "orbital_gap_ev": [4.77, 6.30],
  "spin_multiplicity": 2,
  "charge": -1,
  "homo_ev": [-2.6, -4.2],
  "symbols": ["Be", "P", "F", "F", "F", "F", "F", "F", "O", "C", "O", "O", "H", "C", "C", "C", "O", "C", "N", "H", "H", "H", "H", "H", "H", "H", "H", "H", "H", "H", "C", "C", "C", "O", "C", "N", "H", "H", "H", "H", "H", "H", "H", "H", "H", "H", "H", "C", "C", "C", "O", "C", "N", "H", "H", "H", "H", "H", "H", "H", "H", "H", "H", "H", "C", "C", "C", "O", "C", "N", "H", "H", "H", "H", "H", "H", "H", "H", "H", "H", "H", "C", "C", "C", "O", "C", "N", "H", "H", "H", "H", "H", "H", "H", "H", "H", "H", "H", "C", "C", "C", "O", "C", "N", "H", "H", "H", "H", "H", "H", "H", "H", "H", "H", "H"],
  "xyz": [[-0.4216, -0.8420, -2.2479], [-0.5325, 0.4203, 1.4014], [0.9672, 0.6947, 1.9605], [0.1728, 0.2457, -0.0834], [-0.4095, -1.1668, 1.7204], [-2.0347, 0.2325, 0.7897], [-1.2045, 0.7469, 2.8629], [-0.8299, 1.9273, 1.0047], [3.9060, 0.4547, -3.1458], [3.1827, -0.2166, -2.1231], [3.6797, -0.4303, -0.9866], [1.9825, -0.5846, -2.2651], [3.3120, 0.4686, -3.8998], [1.5111, -1.9406, 3.8247], [2.8389, -1.6811, 3.0830], [3.8417, -2.9274, 3.1211], [4.9229, -2.7758, 2.3032], [6.0699, -3.5231, 2.7281], [2.5652, -1.3472, 1.7027], [1.5741, -2.4485, 4.7871], [0.8322, -2.5381, 3.2163], [0.8962, -1.0408, 3.8422], [3.3775, -0.8077, 3.4509], [3.3865, -3.8228, 2.6978], [3.9289, -3.2814, 4.1483], [5.8434, -4.5893, 2.7269], [6.3587, -3.1174, 3.6977], [6.8589, -3.4192, 1.9832], [1.9131, -0.5803, 1.6199], [2.0173, -2.0356, 1.2067], [-4.6127, -2.0532, 0.9953], [-4.2512, -3.5078, 0.8549], [-5.3622, -4.5458, 1.0370], [-4.9304, -5.8533, 0.8170], [-5.7572, -6.8907, 1.1163], [-3.7098, -3.7345, -0.4902], [-3.7296, -1.4712, 0.7315], [-4.9635, -1.7669, 1.9869], [-5.3714, -1.8986, 0.2281], [-3.4354, -3.6533, 1.5631], [-6.0746, -4.4387, 0.2190], [-5.8569, -4.4560, 2.0042], [-6.4419, -6.9849, 0.2734], [-6.2507, -6.7170, 2.0725], [-5.2171, -7.8133, 1.3289], [-3.7677, -4.7011, -0.7772], [-4.2991, -3.2440, -1.1478], [-2.1350, 5.8194, 1.0291], [-2.9905, 5.3844, -0.0926], [-2.2736, 5.6435, -1.4614], [-1.7035, 6.9938, -1.6115], [-2.6728, 8.0158, -1.8146], [-3.3532, 3.9916, 0.1577], [-1.2060, 5.2685, 1.1759], [-2.7420, 5.4321, 1.8473], [-1.9860, 6.8952, 0.9370], [-3.9124, 5.9659, -0.0977], [-2.9258, 5.5687, -2.3316], [-1.4668, 4.9224, -1.5919], [-3.2557, 8.2280, -0.9184], [-3.3554, 7.6260, -2.5697], [-2.1221, 8.8206, -2.3015], [-3.6610, 4.0869, 1.1149], [-2.6130, 3.3045, 0.1730], [-4.1744, 1.9268, -2.9070], [-2.8427, 1.2205, -2.9171], [-1.7911, 2.2689, -2.5633], [-0.5142, 1.6523, -2.6499], [0.5851, 2.4981, -2.2047], [-2.8888, -0.0068, -2.0721], [-4.3722, 2.3354, -1.9160], [-5.0318, 1.2677, -3.0436], [-4.2502, 2.8229, -3.5230], [-2.6892, 0.9970, -3.9728], [-2.1194, 2.5379, -1.5593], [-1.8793, 3.1535, -3.1940], [0.4542, 3.5120, -2.5830], [1.5464, 2.1533, -2.5855], [0.6676, 2.5622, -1.1197], [-3.7376, -0.5359, -2.2121], [-2.9251, 0.1253, -1.0714], [3.1765, 3.7537, 0.7857], [4.0539, 2.5619, 0.6841], [5.5997, 2.8329, 0.8193], [6.3070, 1.5849, 0.6797], [7.6761, 1.7784, 0.5941], [3.7432, 1.6030, 1.7091], [2.1172, 3.5462, 0.9368], [3.3922, 4.3651, -0.0905], [3.4117, 4.5057, 1.5390], [3.7981, 2.0038, -0.2166], [5.8398, 3.3339, 1.7572], [5.9076, 3.5951, 0.1034], [7.9234, 2.3506, -0.3001], [8.2520, 0.8596, 0.4836], [7.9630, 2.2508, 1.5337], [3.8546, 2.2639, 2.4647], [2.7377, 1.6290, 1.6176], [0.0155, -4.2280, 0.7775], [0.2668, -3.4324, -0.4872], [0.5747, -4.1202, -1.8555], [0.9563, -3.0828, -2.7879], [1.8952, -3.5893, -3.7198], [-1.0020, -2.7309, -0.7041], [0.9326, -4.7707, 1.0070], [-0.8029, -4.9286, 0.6115], [-0.2771, -3.6334, 1.6429], [1.0435, -2.7221, -0.2039], [-0.3003, -4.6647, -2.2104], [1.3843, -4.8403, -1.7377], [2.9090, -3.7188, -3.3411], [2.0802, -2.8689, -4.5166], [1.5455, -4.5034, -4.1997], [-1.3759, -2.4599, 0.1942], [-1.7364, -3.3260, -1.0600]],
  "lowdin_charge": [0.71, 0.23, -0.16, -0.17, -0.14, -0.19, -0.16, -0.16, 0.02, -0.75, -0.02, -0.13, 0.07, -0.07, -0.36, -0.25, -0.17, -0.09, 0.06, 0.06, 0.04, 0.06, 0.13, 0.11, 0.11, 0.08, 0.08, 0.08, 0.00, 0.04, -0.04, -0.42, -0.20, -0.20, -0.14, 0.04, 0.06, 0.09, 0.08, 0.14, 0.13, 0.13, 0.09, 0.08, 0.09, 0.08, 0.08, -0.07, -0.45, -0.14, -0.22, -0.11, 0.05, 0.09, 0.08, 0.08, 0.13, 0.11, 0.10, 0.08, 0.08, 0.09, 0.06, 0.05, -0.09, -0.42, -0.21, -0.24, -0.06, 0.05, 0.06, 0.07, 0.08, 0.13, 0.09, 0.12, 0.08, 0.08, 0.07, 0.07, 0.04, -0.08, -0.45, -0.17, -0.16, -0.15, 0.07, 0.08, 0.08, 0.07, 0.13, 0.11, 0.11, 0.08, 0.08, 0.08, 0.07, 0.04, -0.06, -0.38, -0.15, -0.26, -0.12, 0.03, 0.08, 0.07, 0.06, 0.12, 0.12, 0.12, 0.09, 0.08, 0.08, 0.04, 0.04]
}

# 2
{
  "formula": "C13H23IN4O3S4Sr",
  "method": "the ωB97M-V functional and the def2-TZVPD basis",
  "e_tot_ev": -78238.9724,
  "orbital_gap_ev": 4.17,
  "charge": -2,
  "homo_ev": -0.9,
  "symbols": ["Sr", "N", "C", "C", "N", "C", "C", "N", "H", "H", "H", "H", "H", "H", "H", "H", "H", "H", "H", "H", "H", "C", "C", "S", "C", "C", "S", "H", "H", "H", "H", "H", "H", "I", "C", "C", "C", "C", "N", "C", "H", "H", "H", "H", "O", "S", "O", "O", "S"],
  "xyz": [[-0.0085, -0.9858, 0.3304], [-0.4551, 0.0561, 2.7020], [-1.2663, 1.1871, 2.2159], [-2.4786, 0.9457, 1.3231], [-2.1784, 0.4641, -0.0349], [-2.9267, 1.1528, -1.0878], [-2.1838, 2.3754, -1.6063], [-0.9520, 2.0833, -2.3277], [-0.2111, 0.2295, 3.6678], [-1.0120, -0.7999, 2.8082], [-1.6545, 1.7576, 3.0678], [-0.5870, 1.8576, 1.6767], [-3.1911, 0.2865, 1.8232], [-2.9121, 1.9517, 1.2672], [-2.4914, -0.5062, -0.0658], [-3.0680, 0.4537, -1.9162], [-3.9216, 1.4467, -0.7196], [-2.8379, 2.9493, -2.2703], [-1.9566, 3.0303, -0.7557], [-0.4030, 1.3970, -1.8114], [-1.1642, 1.5892, -3.1889], [1.0121, -3.4024, -3.5493], [1.3254, -2.4343, -2.4196], [0.4154, -0.9088, -2.5010], [2.2283, -2.7836, -1.4716], [2.9231, -4.1275, -1.5370], [2.7047, -1.8025, -0.0755], [0.1930, -3.0121, -4.1493], [0.7208, -4.3889, -3.1755], [1.8760, -3.5454, -4.2099], [3.0142, -4.5109, -2.5556], [2.3830, -4.8748, -0.9444], [3.9213, -4.0405, -1.1063], [2.3214, 5.5205, -0.8102], [2.4827, 3.6429, 0.0917], [3.5726, 3.3379, 0.8866], [3.6143, 2.0806, 1.4616], [2.5775, 1.1933, 1.2131], [1.5318, 1.4905, 0.4427], [1.4844, 2.7015, -0.1101], [4.3629, 4.0586, 1.0500], [4.4431, 1.7798, 2.0877], [2.5880, 0.2017, 1.6463], [0.6400, 2.9291, -0.7492], [-3.7127, -3.5854, 3.5820], [-2.9601, -2.3905, 3.2358], [-1.7540, -2.1944, 4.0541], [-3.7973, -1.1824, 3.2301], [-2.2520, -2.6737, 1.2852]],
  "lowdin_charge": [0.90, -0.08, -0.28, -0.23, -0.17, -0.23, -0.29, -0.02, 0.08, -0.02, 0.11, 0.08, 0.08, 0.11, 0.00, 0.12, 0.11, 0.10, 0.10, -0.05, 0.05, -0.18, -0.84, 0.35, -0.86, -0.18, 0.34, 0.03, 0.07, 0.06, 0.05, 0.07, 0.04, 0.81, -0.71, -0.15, -0.05, -0.18, 0.04, -0.20, 0.09, 0.10, 0.05, 0.07, -0.46, 0.03, -0.48, -0.47, 0.12]
}

# 3
{
  "formula": "C4H13N2OP",
  "method": "the ωB97M-V functional and the def2-TZVPD basis",
  "e_tot_ev": -18676.1011,
  "orbital_gap_ev": 10.20,
  "homo_ev": -9.4,
  "smiles": "CC[C@@H](C)P(N)(N)=O",
  "symbols": ["C", "C", "C", "C", "N", "N", "O", "P", "H", "H", "H", "H", "H", "H", "H", "H", "H", "H", "H", "H", "H"],
  "xyz": [[1.9837, -1.5436, 1.1753], [0.4870, 1.1561, 1.2490], [1.3250, -0.9022, -0.0185], [0.0893, -0.0246, 0.4096], [-2.5301, 1.0601, -0.4161], [-1.3604, -0.6402, -2.0134], [-0.4822, 1.8808, -1.9803], [-1.0087, 0.7815, -1.1684], [1.8677, -0.7422, 1.9639], [1.6429, -2.4865, 1.3847], [3.1011, -1.6341, 0.9704], [1.3361, 0.8751, 1.8248], [0.6457, 1.9998, 0.5747], [-0.3197, 1.5529, 1.9576], [1.0700, -1.5921, -0.8293], [1.9834, -0.2079, -0.4087], [-0.6685, -0.5805, 0.8616], [-2.7282, 2.0767, -0.2207], [-3.2019, 0.3567, -0.3564], [-2.3338, -0.9951, -2.0677], [-0.8985, -0.3906, -2.8920]],
  "lowdin_charge": [-0.10, -0.14, -0.26, -0.35, -0.09, -0.10, -0.33, 0.52, 0.07, 0.04, 0.10, 0.04, 0.06, 0.10, 0.10, 0.08, 0.07, 0.08, 0.01, 0.06, 0.05]
}

# 4
{
  "formula": "C5H12N2",
  "method": "the ωB97M-V functional and the def2-TZVPD basis",
  "e_tot_ev": -8359.3011,
  "orbital_gap_ev": 10.51,
  "homo_ev": -9.5,
  "smiles": "C=N[C@@H](N)C(C)C",
  "symbols": ["C", "C", "C", "C", "N", "C", "N", "H", "H", "H", "H", "H", "H", "H", "H", "H", "H", "H", "H"],
  "xyz": [[-0.6252, -0.6789, -0.1607], [0.8493, -0.3927, 0.2378], [1.0008, 0.9841, 0.8815], [1.7793, -0.5308, -0.9676], [-1.1488, 0.1289, -1.2472], [-2.4670, 0.0283, 1.1273], [-1.3932, -0.6116, 1.0460], [-0.6785, -1.7278, -0.4880], [1.1128, -1.1505, 0.9809], [-0.6224, -0.0445, -2.0933], [-1.0691, 1.1150, -1.0195], [1.5761, -1.4534, -1.5092], [1.6595, 0.3087, -1.6512], [0.4165, 1.0392, 1.7950], [0.6717, 1.7740, 0.2056], [2.0456, 1.1683, 1.1174], [2.8163, -0.5494, -0.6407], [-2.9555, 0.5549, 0.3003], [-2.9682, 0.0381, 2.0853]],
  "lowdin_charge": [-0.45, -0.39, -0.08, -0.09, 0.06, -0.05, 0.01, 0.15, 0.13, 0.07, 0.07, 0.08, 0.07, 0.07, 0.07, 0.08, 0.08, 0.07, 0.06]
}

# 5
{
  "formula": "C8H12N2S",
  "method": "the ωB97M-V functional and the def2-TZVPD basis",
  "e_tot_ev": -22302.2557,
  "orbital_gap_ev": 7.39,
  "homo_ev": -7.0,
  "symbols": ["C", "C", "C", "C", "C", "C", "C", "C", "N", "N", "S", "H", "H", "H", "H", "H", "H", "H", "H", "H", "H", "H", "H"],
  "xyz": [[1.0720, -1.5506, -1.2875], [0.5335, -0.3350, -1.4167], [-0.4999, -1.8833, 0.5732], [-2.0577, 1.4895, -1.3960], [0.5198, -2.5155, -0.3132], [-0.4010, 0.2820, -0.3650], [1.2691, 1.0440, 1.2976], [0.2757, 1.4912, 0.1772], [-0.8645, -0.6860, 0.5556], [-2.9506, 1.2707, -0.4788], [-1.8419, 2.2540, -2.7347], [1.8566, -1.8776, -1.9119], [0.8998, 0.4132, -2.0634], [-1.0630, -2.4848, 1.2024], [0.0864, -3.3915, -0.8727], [1.2552, -2.9614, 0.4151], [2.0284, 0.4328, 0.9476], [0.7388, 0.4613, 1.9538], [1.6833, 1.8410, 1.7876], [1.0111, 1.8479, -0.5727], [-0.5023, 2.2358, 0.4090], [-2.9711, 0.4802, 0.1614], [-3.8015, 1.8064, -0.3846]],
  "lowdin_charge": [-0.09, -0.04, -0.15, -0.85, -0.17, -0.32, -0.06, -0.20, 0.08, 0.05, 0.68, 0.09, 0.08, 0.09, 0.13, 0.13, 0.06, 0.04, 0.04, 0.11, 0.10, 0.10, 0.11]
}

# 6
{
  "formula": "CH4P2S",
  "method": "the ωB97M-V functional and the def2-TZVPD basis",
  "e_tot_ev": -30510.4140,
  "orbital_gap_ev": [7.12, 7.21],
  "homo_ev": [-8.1, -7.9],
  "symbols": ["C", "P", "P", "S", "H", "H", "H", "H"],
  "xyz": [[1.7470, 0.0451, 0.2980], [-1.8851, 0.1855, -0.5625], [-0.6717, -1.4163, 0.1829], [3.0707, 0.0970, -0.5702], [1.3344, 0.7907, 0.9697], [-1.1963, 1.1838, 0.0192], [-1.0960, 0.2646, -1.7426], [-1.3032, -1.1503, 1.4053]],
  "lowdin_charge": [-0.71, 0.37, 0.39, 0.61, -0.05, -0.22, -0.17, -0.23]
}

# 7
{
  "formula": "C4H13N2O",
  "method": "the ωB97M-V functional and the def2-TZVPD basis",
  "e_tot_ev": -9374.0431,
  "orbital_gap_ev": 6.31,
  "charge": 1,
  "homo_ev": -14.6,
  "symbols": ["C", "C", "C", "C", "N", "N", "H", "H", "H", "H", "H", "H", "H", "H", "H", "H", "H", "H", "H", "O"],
  "xyz": [[1.6632, -1.4995, 1.1637], [2.1162, -0.5064, 0.1177], [0.8490, 0.3680, -0.2372], [0.2581, 0.3388, -1.5024], [-1.0625, 0.7868, -1.7766], [0.2479, 0.9032, 0.9012], [2.4098, -2.2244, 1.5209], [0.8288, -2.0617, 0.7067], [1.2440, -0.9224, 2.0209], [2.7507, 0.2784, 0.4137], [2.5303, -0.8594, -0.8293], [0.9417, 0.0017, -2.1721], [-1.3289, 1.6195, -1.3089], [-1.8927, -0.0415, -1.7247], [-4.6772, -2.3843, -0.0036], [-4.6588, -3.0555, 0.4179], [0.9590, 1.2446, 1.5253], [-1.3453, 0.4835, 0.7953], [-2.6973, 0.7533, 1.5715], [-2.3351, 0.3917, 0.7429]],
  "lowdin_charge": [-0.07, -0.17, -0.22, 0.09, 0.17, 0.23, 0.10, 0.10, 0.09, 0.10, 0.12, 0.11, 0.09, 0.26, 0.00, 0.01, 0.10, -0.05, 0.06, -0.12]
}

# 8
{
  "formula": "CH7OS2",
  "method": "the ωB97M-V functional and the def2-TZVPD basis",
  "e_tot_ev": -24841.5785,
  "orbital_gap_ev": [3.36, 3.52],
  "spin_multiplicity": 2,
  "charge": 2,
  "homo_ev": [-17.8, -17.9],
  "symbols": ["O", "H", "H", "H", "C", "S", "S", "H", "H", "H", "H"],
  "xyz": [[-2.4530, 0.4348, 2.6630], [0.4817, -0.2413, 0.3710], [-0.0367, -2.6756, 0.1336], [-1.5119, 0.0436, 2.6724], [1.9873, 0.8565, -2.1419], [0.4168, 0.8918, -1.2262], [-0.1344, -1.4870, 0.7389], [2.7797, 0.8598, -1.3824], [1.7734, 1.7152, -2.7989], [2.2798, 0.0799, -2.9132], [-2.5853, 1.1230, 3.2621]],
  "lowdin_charge": [-0.05, -0.18, -0.04, 0.03, -0.29, 1.12, 1.07, 0.09, 0.09, 0.13, 0.02]
}

What did the sixth record say?
{
  "formula": "CH4P2S",
  "method": "the ωB97M-V functional and the def2-TZVPD basis",
  "e_tot_ev": -30510.4140,
  "orbital_gap_ev": [7.12, 7.21],
  "homo_ev": [-8.1, -7.9],
  "symbols": ["C", "P", "P", "S", "H", "H", "H", "H"],
  "xyz": [[1.7470, 0.0451, 0.2980], [-1.8851, 0.1855, -0.5625], [-0.6717, -1.4163, 0.1829], [3.0707, 0.0970, -0.5702], [1.3344, 0.7907, 0.9697], [-1.1963, 1.1838, 0.0192], [-1.0960, 0.2646, -1.7426], [-1.3032, -1.1503, 1.4053]],
  "lowdin_charge": [-0.71, 0.37, 0.39, 0.61, -0.05, -0.22, -0.17, -0.23]
}